No. 1
{
  "formula": "C2H7N2O3P",
  "method": "the ωB97M-V functional and the def2-TZVPD basis",
  "e_tot_ha": -756.92107,
  "e_above_lowest_ev": 2.205,
  "gap_ev": 6.242,
  "e_lumo_ev": 7.0,
  "total_charge": -2,
  "species": ["P", "O", "O", "O", "N", "N", "C", "C", "H", "H", "H", "H", "H", "H", "H"],
  "positions_angstrom": [[-0.486141, 1.596070, 0.677718], [-1.156391, 0.588196, 1.625679], [0.073528, 2.884622, 1.408132], [-1.251452, 1.845123, -0.583266], [-1.211620, -0.989346, -1.097769], [-0.646163, -1.597787, -0.006972], [1.091283, 0.697170, 0.026837], [0.722249, -1.366171, 0.067054], [1.172789, -1.850039, 0.914075], [1.362977, 0.962615, -1.035699], [-1.368807, -0.021905, -0.706275], [1.126580, -1.529288, -0.898812], [1.909470, 0.579476, 0.578882], [-0.977012, -0.973035, 0.840913], [-0.361290, -0.825701, -1.810496]],
  "atomic_forces_ev_per_a": [[2.80, 2.03, 2.20], [0.11, -0.35, -0.15], [-0.86, -1.93, -1.08], [-0.89, 0.33, -1.09], [0.89, 2.14, -3.14], [-0.14, -1.07, 4.23], [-4.17, -2.34, -2.44], [0.23, 3.53, -0.69], [0.52, 0.04, 0.32], [-0.38, -0.33, 0.93], [-0.25, -0.24, -1.61], [1.16, -0.80, -0.77], [3.45, 0.23, 2.65], [-0.01, -1.04, -1.08], [-2.47, -0.18, 1.72]],
  "nbo_charge": [2.35, -1.25, -1.25, -1.24, -0.72, -0.57, -0.83, -0.22, 0.16, 0.16, 0.41, 0.14, 0.15, 0.43, 0.29]
}

---

No. 2
{
  "formula": "C2H3NS2",
  "method": "the ωB97M-V functional and the def2-TZVPD basis",
  "e_tot_ha": -928.99203,
  "e_above_lowest_ev": 3.409,
  "gap_ev": [6.703, 6.842],
  "e_lumo_ev": [-0.7, -0.4],
  "total_charge": 0,
  "species": ["S", "S", "N", "C", "C", "H", "H", "H"],
  "positions_angstrom": [[1.215115, -1.393347, -0.184382], [-0.473719, 2.774829, -0.346556], [-1.254875, 0.228844, 0.291108], [1.586928, 0.073811, -0.525238], [-0.540527, 1.207123, -0.186337], [2.473616, 0.561818, -0.415166], [-2.046644, 0.211507, 0.894390], [-0.666256, -0.593957, 0.357689]],
  "atomic_forces_ev_per_a": [[0.63, -1.56, 0.05], [-0.39, 0.46, -0.17], [1.35, -0.10, -0.74], [-4.81, -0.10, 0.73], [1.33, 0.09, 0.38], [2.47, 1.56, -0.28], [-0.60, 0.75, 0.15], [0.01, -1.10, -0.14]],
  "nbo_charge": [0.10, 0.01, -0.81, -0.36, 0.09, 0.18, 0.41, 0.39]
}

---

No. 3
{
  "formula": "C8H10BrO2PS",
  "method": "the ωB97M-V functional and the def2-TZVPD basis",
  "e_tot_ha": -3774.82087,
  "e_above_lowest_ev": 0.000,
  "gap_ev": 9.653,
  "e_lumo_ev": 0.3,
  "total_charge": 0,
  "species": ["Br", "S", "P", "O", "O", "C", "C", "C", "C", "C", "C", "C", "C", "H", "H", "H", "H", "H", "H", "H", "H", "H", "H"],
  "positions_angstrom": [[2.079354, 0.843807, 3.596845], [-1.072192, 1.588135, 0.442401], [1.524892, -0.301315, 1.746198], [1.242473, -3.699445, 1.987510], [2.368955, -1.719362, 2.094496], [-1.499285, 2.569239, -1.818833], [0.769744, -1.139265, -1.633200], [1.957968, -1.671215, -1.691796], [-0.494918, 1.937127, -1.118611], [-2.673667, 2.074132, 0.086600], [0.185066, -1.506013, 2.305068], [-2.779691, 2.525573, -1.182357], [1.283365, -2.511178, 2.094801], [-1.385863, 2.981295, -2.857145], [-3.645792, 2.977154, -1.560015], [-0.306248, -1.670737, 3.248842], [-3.436064, 1.981425, 0.746449], [0.616003, 1.877496, -1.201105], [0.225367, -1.078065, -2.510278], [-0.506817, -1.586064, 1.421141], [2.486882, -2.081597, -2.544536], [0.349724, -0.862550, -0.686265], [2.710743, -1.528574, -0.966210]],
  "atomic_forces_ev_per_a": [[-0.19, -0.01, -0.26], [-0.40, -0.53, 0.62], [-0.35, 0.32, 1.75], [0.38, 0.60, -0.02], [1.57, -0.04, -0.98], [0.35, -0.41, -2.02], [0.29, -0.56, 0.88], [2.02, 0.09, -0.74], [0.39, 1.24, 0.42], [1.95, -0.19, -1.51], [-0.45, 0.17, -2.77], [1.98, 0.37, 0.46], [-0.88, -1.65, 0.85], [0.06, -0.50, 1.21], [-1.09, 0.32, -0.65], [-0.11, 0.67, 0.36], [-1.99, -0.31, 2.07], [-1.27, 0.07, -0.57], [-1.61, -0.02, -1.34], [0.06, -0.06, 1.14], [-0.76, 0.11, -0.65], [-0.21, 0.64, 0.04], [0.25, -0.32, 1.72]],
  "nbo_charge": [-0.23, 0.42, 1.04, -0.52, -0.74, -0.25, -0.39, -0.37, -0.45, -0.40, -0.85, -0.25, 0.76, 0.23, 0.22, 0.28, 0.23, 0.26, 0.20, 0.25, 0.19, 0.18, 0.18]
}

---

No. 4
{
  "formula": "C51H68N3S2",
  "method": "the ωB97M-V functional and the def2-TZVPD basis",
  "e_tot_ha": -2944.47496,
  "gap_ev": 4.477,
  "e_lumo_ev": -4.6,
  "total_charge": 1,
  "species": ["S", "S", "N", "N", "N", "C", "C", "C", "C", "C", "C", "C", "C", "C", "C", "C", "C", "C", "C", "C", "C", "C", "C", "C", "C", "C", "C", "C", "C", "C", "C", "C", "C", "C", "C", "C", "C", "C", "C", "C", "C", "C", "C", "C", "C", "C", "C", "C", "C", "C", "C", "C", "C", "C", "C", "C", "H", "H", "H", "H", "H", "H", "H", "H", "H", "H", "H", "H", "H", "H", "H", "H", "H", "H", "H", "H", "H", "H", "H", "H", "H", "H", "H", "H", "H", "H", "H", "H", "H", "H", "H", "H", "H", "H", "H", "H", "H", "H", "H", "H", "H", "H", "H", "H", "H", "H", "H", "H", "H", "H", "H", "H", "H", "H", "H", "H", "H", "H", "H", "H", "H", "H", "H", "H"],
  "positions_angstrom": [[1.947591, -2.561444, -1.645150], [-0.286758, -0.665969, -1.560454], [0.941397, 0.555321, 3.951166], [2.295316, 0.476028, 4.011780], [2.651182, -0.393100, 3.027778], [-0.822360, 1.188204, 5.535395], [-2.271765, -0.603905, 6.612938], [2.914109, 3.728831, 4.477202], [0.227451, 1.580267, 4.683106], [6.775384, -1.022851, 2.388211], [4.065098, -0.620150, 2.811176], [1.401051, -1.435570, 1.024120], [-2.958596, -3.911649, -1.966373], [-3.676241, -0.947187, 2.067206], [4.780011, -1.431891, 3.705432], [-0.933177, -0.270412, 5.950397], [0.538738, 2.936334, 4.473258], [0.938549, -0.249167, -2.835109], [-0.965347, -0.432403, 2.595487], [-1.797731, 0.596766, 2.054398], [-0.663300, -3.306184, -1.442112], [2.870964, -2.782087, 4.794920], [2.129579, -1.182405, -2.825936], [4.890326, 2.582634, 1.088130], [-1.493190, -1.745872, 2.786824], [1.534191, -0.735338, 2.234593], [6.137437, -1.634106, 3.466153], [0.315685, -2.246623, -1.164397], [1.710154, 3.392375, 3.602023], [1.344455, 4.558911, 2.687145], [4.039064, 1.312787, 1.122761], [-0.273354, 3.899601, 5.085663], [4.182112, -2.024307, 4.992407], [-0.241016, -4.597668, -1.806613], [-3.150779, 0.330003, 1.876416], [-6.088434, -0.119802, 1.990371], [-1.299855, -3.599427, 4.529112], [-5.274840, -1.857984, 0.353214], [-5.126892, -1.290162, 1.768167], [6.081370, -0.111403, 1.596785], [-1.169452, -5.519676, -2.296105], [-2.037722, -2.986648, -1.473845], [4.050995, -0.962069, 6.084082], [0.233896, -0.689113, 6.847238], [-1.668731, 2.174988, 6.049024], [-2.833284, -1.970662, 2.492062], [-0.357830, -3.940340, 2.218395], [-2.230557, 3.039144, 1.422664], [-0.660126, -2.914903, 3.316460], [-1.391749, 3.522098, 5.824007], [0.449810, -0.204725, 2.901043], [-0.165471, 1.892247, 0.579089], [3.603997, 0.895089, -0.273485], [-1.191009, 1.951923, 1.704641], [-2.522580, -5.173987, -2.386619], [4.734114, 0.156956, 1.848775], [3.778738, 4.017884, 3.866554], [-4.977403, -1.111512, -0.394455], [-2.048721, 4.286568, 6.244944], [2.214931, -2.019698, 0.611808], [-0.031378, 4.955874, 4.960733], [-1.738213, 4.009508, 1.278613], [2.656797, 4.563128, 5.146996], [-2.367821, -1.997747, -1.140150], [-2.927096, 3.136166, 2.265988], [1.987015, 2.541980, 2.965268], [2.050715, -2.075584, 4.628746], [-1.550119, -2.871023, 5.311653], [6.703995, -2.279724, 4.143840], [0.233618, -4.772677, 2.623201], [4.476546, 0.601881, -0.875274], [-3.110370, -0.362218, 5.944059], [6.591595, 0.428879, 0.797156], [-5.950519, 0.655875, 1.229972], [0.818383, -4.854223, -1.733363], [2.925050, -3.464634, 3.937989], [3.595040, -1.384576, 6.987374], [4.303279, 3.423253, 0.697386], [1.208264, 5.479219, 3.275003], [0.371316, -1.398337, 0.630501], [-2.218226, -4.129597, 4.243467], [3.065385, -0.662037, -2.592190], [0.365400, -0.338662, -3.764663], [1.198291, -0.460287, 6.375461], [0.416507, 4.360388, 2.134202], [2.925737, 0.032791, -0.221393], [-3.240315, -2.973575, 2.622113], [-4.007303, -3.629086, -2.060438], [-0.660513, 1.646644, -0.370328], [-0.822985, -6.495768, -2.638037], [-1.285541, -4.340200, 1.783175], [-3.237604, -5.882327, -2.812225], [5.234969, 2.851184, 2.094760], [4.930346, -2.757028, 5.331068], [0.354611, 2.853718, 0.465254], [3.189379, 2.859836, 5.086651], [0.221867, -3.473682, 1.415535], [-5.400690, -2.090495, 2.469285], [-3.816225, 1.133169, 1.554772], [3.427646, -0.133028, 5.727013], [5.769935, 2.452568, 0.444240], [2.237720, -1.702276, -3.786104], [-4.645641, -2.744123, 0.210439], [2.145157, 4.732081, 1.955580], [3.138715, 1.530079, 1.715165], [0.183632, -0.135325, 7.797169], [-0.643594, 2.258557, 2.610144], [-0.595310, -4.324726, 4.958050], [-2.327527, -1.671386, 6.866162], [2.626381, -3.367116, 5.692066], [1.217600, 0.799811, -2.671586], [-2.531405, 1.885709, 6.648229], [-0.863247, -0.852617, 5.021275], [-2.377433, -0.029639, 7.545879], [-5.937707, 0.323670, 2.979777], [7.832836, -1.225333, 2.196041], [0.304223, -2.506430, 3.649503], [3.081972, 1.710848, -0.790785], [0.588885, 1.122113, 0.774120], [5.032989, -0.553322, 6.348121], [-7.122234, -0.474711, 1.930336], [-2.793874, 2.802164, 0.509067], [-6.314350, -2.141980, 0.156859], [0.196640, -1.766213, 7.062230]],
  "atomic_forces_ev_per_a": [[-0.38, 0.58, 0.08], [0.74, -0.29, 0.39], [2.14, -0.74, -1.28], [-1.71, -0.41, -0.71], [-1.56, 1.14, 0.05], [0.23, -0.13, 0.10], [0.00, 0.12, 0.00], [0.05, -0.01, 0.24], [-0.32, 0.46, 0.70], [0.04, 0.00, -0.02], [0.49, 0.52, 0.26], [0.63, 0.55, 0.83], [0.37, 0.13, 0.15], [-0.06, -0.24, -0.07], [-0.40, -0.28, 0.38], [-0.37, -0.31, -0.47], [0.20, 0.04, -0.13], [-0.49, 0.59, 0.07], [-1.05, -0.28, -0.54], [0.60, -0.44, 0.35], [-0.53, -0.62, 0.77], [-0.20, 0.04, -0.05], [0.84, -0.37, -0.11], [0.13, 0.01, 0.16], [0.21, 0.38, -0.06], [0.96, -1.00, 0.48], [0.15, 0.04, -0.19], [-0.68, -0.64, -2.98], [-0.25, -0.43, -0.13], [-0.14, 0.19, 0.00], [-0.23, -0.35, 0.35], [-0.07, -0.31, 0.07], [0.38, -0.41, -0.30], [-0.46, -0.16, 0.07], [-0.09, 0.04, -0.28], [0.05, -0.13, 0.06], [-0.09, 0.08, 0.10], [0.10, -0.03, -0.15], [-0.08, 0.05, 0.21], [-0.03, -0.11, 0.21], [0.06, 0.26, 0.17], [-0.16, -0.53, -0.01], [0.08, 0.32, 0.04], [0.17, 0.29, 0.17], [0.33, -0.01, -0.10], [0.08, 0.16, -0.03], [-0.07, -0.07, -0.17], [-0.03, -0.12, 0.10], [0.29, 0.28, 0.08], [0.03, 0.07, -0.05], [-0.23, 1.46, 1.28], [0.10, -0.16, -0.23], [-0.11, -0.24, -0.40], [-0.01, 0.38, 0.69], [0.12, 0.03, -0.10], [-0.17, 0.08, -0.33], [-0.19, -0.02, 0.11], [-0.06, -0.06, 0.09], [0.23, -0.23, -0.12], [-0.40, 0.35, 0.26], [-0.13, -0.32, 0.01], [-0.10, -0.23, -0.01], [0.18, -0.20, -0.14], [0.00, -0.45, -0.21], [0.07, 0.03, -0.25], [-0.08, 0.24, 0.07], [0.05, -0.27, 0.10], [0.02, -0.26, -0.23], [-0.21, 0.23, -0.25], [-0.19, 0.14, -0.06], [-0.12, 0.13, 0.09], [0.15, -0.07, 0.22], [-0.10, -0.15, 0.30], [-0.06, -0.05, 0.10], [-0.44, -0.01, -0.17], [-0.06, 0.10, 0.13], [0.11, 0.02, -0.15], [0.10, -0.19, 0.01], [0.06, -0.19, -0.30], [1.26, 0.17, 0.21], [0.21, 0.06, 0.13], [-0.26, -0.10, -0.07], [0.34, 0.14, 0.10], [-0.19, -0.10, 0.18], [0.21, 0.10, 0.16], [0.14, 0.25, -0.05], [0.04, 0.19, -0.02], [0.26, -0.14, 0.11], [0.14, 0.19, 0.22], [-0.16, 0.25, 0.16], [0.19, 0.01, 0.16], [0.25, 0.23, 0.17], [-0.02, -0.05, -0.21], [-0.18, 0.14, -0.06], [-0.20, -0.17, 0.04], [0.02, 0.23, -0.07], [-0.17, -0.24, 0.18], [0.00, 0.12, -0.07], [0.26, -0.29, 0.03], [0.24, -0.26, 0.33], [-0.19, 0.10, 0.14], [0.02, 0.39, 0.14], [-0.08, 0.12, 0.06], [-0.14, 0.01, 0.21], [0.15, 0.07, -0.28], [0.07, -0.21, -0.18], [-0.24, 0.03, -0.37], [-0.21, 0.10, -0.13], [0.03, 0.32, -0.04], [0.09, 0.15, -0.20], [0.04, -0.31, -0.16], [0.31, 0.14, -0.14], [-0.08, 0.03, 0.34], [-0.08, -0.26, -0.21], [-0.05, 0.01, -0.14], [-0.38, 0.09, 0.06], [-0.25, -0.13, -0.07], [0.12, -0.07, 0.10], [-0.11, 0.15, -0.21], [-0.15, -0.06, -0.01], [0.14, 0.10, -0.03], [0.05, 0.15, 0.20], [0.14, 0.05, 0.03], [-0.02, 0.26, -0.06]],
  "mulliken_charge": [-0.21, 0.08, 1.98, -0.86, 1.56, -0.34, -2.24, -1.74, -0.71, -1.17, -0.70, -0.84, -0.90, -0.17, 0.30, 2.46, 0.60, -0.90, 0.18, 0.43, 0.89, -1.14, -0.63, -1.84, 1.62, 1.03, -1.09, 0.63, 2.03, -1.30, 2.13, -0.49, 0.56, -0.27, -0.33, -1.73, -1.24, -1.25, 0.24, -0.59, -0.97, -0.10, -1.20, -1.30, -0.34, -0.74, -1.26, -2.45, 1.31, -1.52, -1.57, -0.87, -0.99, 2.79, -0.50, 0.32, 0.44, 0.26, 0.39, 0.70, 0.38, 0.38, 0.41, 0.36, 0.43, -0.88, -0.19, 0.00, 0.42, 0.54, 0.51, 0.37, 0.38, 0.32, 0.47, 0.32, 0.43, 0.37, 0.47, -0.65, 0.42, 0.33, 0.53, 0.05, 0.22, -0.16, 0.35, 0.45, 0.40, 0.41, 0.30, 0.41, 0.37, 0.70, 0.38, 0.25, 0.16, 0.46, 0.33, -0.08, 0.47, 0.52, 0.20, 0.21, -0.83, 0.40, -1.63, 0.43, 0.39, 0.59, 0.36, 0.44, -0.98, 0.57, 0.38, 0.38, -0.88, 0.41, -0.07, 0.41, 0.47, 0.45, 0.47, 0.31]
}